ORCA calculation (ωB97M-V/def2-TZVPD) on a cluster of 12 separate species, C42H82Cl6O20S10 in total at a distorted geometry.

## Properties
* DFT total energy: -269314.6772 eV
* highest occupied orbital energy: -9.668 eV
* total charge: 0
* SMILES: O=S1(=O)CCCC1.O=S1(=O)CCCC1.O=S1(=O)CCCC1.O=S1(=O)CCCC1.O=S1(=O)CCCC1.O=S1(=O)CCCC1.O=S1(=O)CCCC1.O=S1(=O)CCCC1.O=S1(=O)CCCC1.O=S1(=O)CCCC1.ClC(Cl)Cl.ClC(Cl)Cl

Structure (XYZ):
```
160
Properties=species:S:1:pos:R:3:forces:R:3
O -19.849 -11.717 2.345 -0.5 0.6 0.0
S -20.398 -10.572 1.630 0.9 -0.6 -1.4
O -21.509 -9.801 2.121 0.3 -0.1 0.5
C -18.973 -9.533 1.142 0.5 0.3 0.7
C -18.834 -9.556 -0.375 0.6 0.4 0.4
C -19.434 -10.836 -0.887 -2.1 -0.8 0.7
C -20.764 -11.080 -0.067 0.9 1.1 -0.3
H -18.097 -9.962 1.628 -0.1 -0.1 0.1
H -19.102 -8.518 1.518 -0.2 -0.1 0.1
H -19.233 -8.609 -0.740 -0.6 -0.4 -0.5
H -17.801 -9.562 -0.722 0.3 0.2 0.5
H -18.781 -11.683 -0.679 0.3 0.1 -0.4
H -19.686 -10.723 -1.942 0.1 -0.5 -0.1
H -21.234 -12.063 -0.038 0.3 0.2 -0.3
H -21.454 -10.295 -0.375 -0.4 -0.4 -0.1
O -16.214 -12.392 -0.874 -0.6 0.6 0.6
S -16.150 -12.792 -2.244 1.1 -1.3 -0.8
O -16.970 -13.924 -2.673 0.2 0.9 -0.1
C -16.215 -11.371 -3.417 1.0 0.1 0.6
C -15.326 -11.872 -4.553 0.1 -1.0 -0.2
C -14.051 -12.487 -3.909 0.0 -1.4 -1.2
C -14.404 -13.196 -2.603 0.2 1.7 0.5
H -15.671 -10.617 -2.848 -0.2 0.3 0.1
H -17.219 -11.000 -3.621 0.0 -0.4 -0.1
H -15.939 -12.631 -5.039 0.3 -0.4 -0.2
H -14.992 -11.234 -5.372 -0.5 0.7 0.4
H -13.210 -11.796 -3.850 -0.5 0.5 0.6
H -13.580 -13.249 -4.529 -0.5 -0.1 -0.6
H -13.806 -12.645 -1.877 -0.4 -0.4 0.7
H -14.185 -14.259 -2.498 -0.3 0.1 -0.3
O -17.494 -17.724 3.231 0.3 -0.1 0.9
S -17.489 -19.158 3.484 1.9 0.0 -2.0
O -16.813 -19.767 4.626 -1.0 0.8 -0.6
C -19.159 -19.714 3.279 0.5 -0.1 0.4
C -19.117 -20.847 2.224 -1.0 0.1 -0.1
C -17.704 -21.199 1.830 2.2 0.0 0.3
C -16.812 -19.942 1.960 -1.7 0.5 0.9
H -19.747 -18.852 2.965 0.1 -0.1 0.0
H -19.317 -19.900 4.341 -1.0 -0.8 -0.2
H -19.673 -21.730 2.538 0.0 0.1 0.1
H -19.604 -20.481 1.320 -0.3 0.2 0.1
H -17.579 -21.537 0.802 -0.5 -0.3 0.0
H -17.294 -21.963 2.490 0.0 -0.2 0.0
H -17.149 -19.228 1.208 0.3 0.1 -0.2
H -15.726 -19.979 2.035 -0.2 -0.4 -0.1
O -16.366 -11.224 4.445 0.7 -0.3 0.1
S -15.885 -12.541 4.093 -2.1 -2.2 0.9
O -14.812 -12.760 3.169 0.8 0.5 -0.4
C -15.599 -13.688 5.560 1.6 0.7 -0.2
C -16.775 -14.601 5.644 -2.0 0.3 -0.1
C -17.260 -14.916 4.173 1.9 0.7 1.4
C -17.328 -13.537 3.473 0.2 -0.3 0.1
H -15.232 -13.115 6.411 -1.0 0.4 0.3
H -14.703 -14.290 5.406 0.1 0.0 -1.0
H -16.631 -15.491 6.257 0.5 -0.1 -0.3
H -17.611 -14.106 6.138 -0.1 0.3 0.1
H -18.110 -15.596 4.234 -0.2 0.5 -0.5
H -16.409 -15.466 3.771 -0.3 -0.2 -0.5
H -18.257 -12.990 3.632 0.2 0.1 0.1
H -17.110 -13.600 2.407 -0.2 0.0 -0.1
O -23.231 -13.884 -0.671 -0.2 0.3 0.2
S -24.087 -12.719 -0.535 -1.1 2.0 0.4
O -23.622 -11.504 0.169 -0.5 -2.0 -1.0
C -24.778 -12.193 -2.182 0.7 -0.8 0.5
C -26.292 -12.429 -2.091 -0.2 0.7 0.6
C -26.719 -12.213 -0.616 0.9 -0.4 0.6
C -25.732 -13.110 0.175 -0.1 -0.5 -0.7
H -24.228 -12.816 -2.887 -0.3 0.0 -0.2
H -24.414 -11.172 -2.297 -0.4 0.1 0.0
H -26.912 -11.806 -2.735 0.4 0.2 -0.2
H -26.577 -13.451 -2.340 0.4 -0.2 -0.1
H -27.745 -12.555 -0.482 0.1 0.1 0.2
H -26.618 -11.205 -0.215 -0.1 0.2 -0.5
H -26.011 -14.118 -0.132 0.5 -0.4 0.1
H -25.682 -13.082 1.263 0.0 0.4 -0.1
O -20.336 -22.007 -5.949 1.0 1.2 -0.2
S -19.647 -20.768 -5.562 -0.6 -1.4 1.3
O -18.889 -19.942 -6.490 -0.4 -0.8 0.4
C -20.835 -19.773 -4.637 1.5 -1.4 0.3
C -20.853 -20.438 -3.190 -0.3 1.0 -1.3
C -19.403 -20.820 -2.797 -0.7 1.3 0.1
C -18.648 -21.203 -4.050 0.9 0.2 -0.6
H -21.734 -19.788 -5.253 -0.2 0.2 0.4
H -20.277 -18.836 -4.655 -0.6 0.5 0.4
H -21.305 -19.640 -2.602 0.2 -0.4 0.6
H -21.505 -21.312 -3.179 0.0 0.1 -0.1
H -19.342 -21.464 -1.920 -0.2 -0.6 -0.5
H -18.861 -19.940 -2.450 -0.4 0.4 0.2
H -18.296 -22.234 -4.099 -0.2 0.1 -0.3
H -17.802 -20.516 -4.046 0.3 -0.4 -0.6
O -24.126 -18.873 -5.117 -0.1 0.3 2.0
S -24.349 -18.723 -3.669 -0.5 -1.3 0.0
O -23.966 -19.823 -2.750 0.2 1.7 -1.2
C -23.853 -17.061 -3.053 0.9 0.3 -0.1
C -25.130 -16.247 -2.759 1.6 -0.8 0.0
C -26.067 -17.315 -2.249 -1.7 0.3 -0.5
C -26.088 -18.450 -3.301 0.5 1.0 0.0
H -23.187 -16.562 -3.757 0.0 -0.3 -0.2
H -23.286 -17.250 -2.142 0.0 -0.1 0.0
H -24.922 -15.497 -1.996 0.2 -0.1 0.1
H -25.417 -15.697 -3.656 -0.5 -0.3 -0.1
H -27.053 -16.853 -2.222 -0.3 -0.3 0.2
H -25.828 -17.609 -1.227 0.2 -0.3 -0.1
H -26.451 -17.997 -4.223 -0.5 -0.3 -0.1
H -26.571 -19.392 -3.038 0.1 0.2 -0.1
O -22.296 -21.368 2.884 -1.7 1.1 0.5
S -23.448 -20.454 2.997 -0.1 0.6 -2.2
O -24.081 -20.069 4.236 0.5 -0.6 0.4
C -23.025 -18.889 2.103 1.2 -0.3 0.1
C -24.005 -18.662 0.934 -0.7 -1.0 0.9
C -24.504 -20.066 0.489 0.1 -0.9 1.2
C -24.835 -20.894 1.808 1.7 1.0 -0.2
H -21.977 -19.018 1.835 -0.1 -0.3 -0.7
H -22.937 -18.095 2.845 -0.7 0.0 0.1
H -24.844 -18.130 1.381 -0.2 0.3 -0.3
H -23.615 -18.115 0.075 0.2 0.1 0.3
H -23.714 -20.525 -0.105 0.0 -0.3 0.1
H -25.404 -20.102 -0.126 0.1 0.5 -0.1
H -24.861 -21.981 1.743 -0.1 0.2 -0.2
H -25.703 -20.465 2.309 -0.1 -0.3 -0.1
O -21.982 -12.118 -3.943 0.0 -1.9 -1.3
S -21.760 -13.280 -4.850 0.9 0.2 0.1
O -22.871 -14.204 -5.211 1.8 1.6 0.9
C -20.940 -12.635 -6.396 0.2 -0.2 0.7
C -19.551 -13.289 -6.561 -0.4 -1.1 1.1
C -19.018 -13.705 -5.171 0.1 0.5 1.5
C -20.175 -14.237 -4.316 -2.2 0.3 -0.9
H -20.768 -11.585 -6.162 -0.5 0.1 -0.2
H -21.613 -12.812 -7.235 0.1 0.2 0.1
H -19.633 -14.253 -7.063 0.0 0.4 -0.8
H -18.871 -12.583 -7.038 0.0 -0.4 -0.2
H -18.450 -12.912 -4.684 -0.6 0.5 0.2
H -18.253 -14.477 -5.088 0.0 -0.4 -1.0
H -20.183 -14.284 -3.228 0.5 0.4 -0.1
H -20.492 -15.218 -4.671 0.3 -0.3 0.0
O -20.436 -16.948 -2.300 0.8 -0.8 1.2
S -19.801 -17.146 -0.980 0.6 0.4 0.4
O -20.050 -18.382 -0.191 0.3 1.7 -1.4
C -17.939 -16.688 -1.016 -1.4 0.0 0.1
C -17.761 -15.676 0.170 0.3 -0.5 -1.6
C -18.949 -14.729 0.019 -1.0 -0.7 0.5
C -20.204 -15.682 0.009 -0.1 0.2 0.7
H -17.892 -16.160 -1.968 -0.1 0.4 0.2
H -17.285 -17.546 -1.173 -0.3 -0.1 0.7
H -17.712 -16.104 1.171 -0.2 -0.4 -0.1
H -16.804 -15.185 -0.006 -0.1 0.2 0.1
H -18.920 -14.114 -0.881 0.2 -0.3 -0.2
H -18.974 -14.029 0.854 -0.3 -0.1 0.1
H -21.179 -15.276 -0.257 0.2 0.3 -0.8
H -20.450 -16.097 0.986 0.7 0.0 0.4
Cl -14.819 -18.110 -0.432 0.2 -0.1 0.1
C -13.723 -17.218 0.620 -0.5 0.2 0.8
Cl -13.853 -17.822 2.288 0.1 0.0 -0.2
Cl -14.194 -15.491 0.644 0.6 -0.4 -0.2
H -12.697 -17.403 0.303 -0.3 0.5 -0.1
Cl -14.411 -18.015 -3.611 -0.2 0.2 -0.2
C -15.699 -16.824 -3.851 0.4 0.4 0.1
Cl -17.254 -17.586 -4.019 -0.3 -0.3 -0.4
Cl -15.312 -15.811 -5.255 -0.1 0.0 -0.1
H -15.761 -16.138 -3.006 0.2 -0.3 0.0
```
Positions in Å, forces in eV/Å.

Here are the Löwdin charges for atoms 1 to 99, given in e: -0.34, 0.70, -0.32, -0.20, -0.23, -0.20, -0.21, 0.10, 0.10, 0.12, 0.11, 0.08, 0.11, 0.07, 0.09, -0.31, 0.68, -0.34, -0.20, -0.21, -0.22, -0.21, 0.11, 0.10, 0.09, 0.12, 0.11, 0.10, 0.10, 0.09, -0.37, 0.68, -0.32, -0.21, -0.20, -0.22, -0.22, 0.09, 0.10, 0.11, 0.09, 0.11, 0.11, 0.07, 0.06, -0.33, 0.70, -0.35, -0.22, -0.23, -0.20, -0.20, 0.10, 0.10, 0.12, 0.11, 0.10, 0.09, 0.08, 0.08, -0.35, 0.72, -0.34, -0.19, -0.20, -0.21, -0.22, 0.07, 0.11, 0.12, 0.10, 0.11, 0.12, 0.09, 0.11, -0.35, 0.70, -0.35, -0.20, -0.18, -0.22, -0.22, 0.09, 0.08, 0.07, 0.11, 0.11, 0.08, 0.10, 0.06, -0.34, 0.73, -0.35, -0.20, -0.21, -0.22, -0.21, 0.09, 0.08